ORCA calculation (wB97M-V/def2-TZVPD) on 2 unconnected molecules or ions with the total composition C3H8O2S2 in a non-equilibrium geometry.

Geometry as XYZ:
```
15
Properties=species:S:1:pos:R:3
O 1.43 -3.62 -0.35
C 1.34 -2.69 0.42
C 0.90 -1.25 0.11
C -0.23 -1.12 1.12
S -1.77 -0.09 0.88
S -0.93 1.83 0.93
H 1.66 -2.86 1.42
H 1.71 -0.62 0.36
H 0.69 -1.21 -0.94
H -0.68 -2.16 1.41
H 0.18 -0.74 2.06
H -0.97 2.12 -0.40
O 1.77 3.70 -4.08
H 1.93 3.29 -3.26
H 0.97 4.09 -4.07
```

Output
2S+1 = 1
Energy above the lowest of the compared OMol25 structures with the same formula, charge and spin = 175.8 kJ/mol
SMILES = O=CCCSS.O
Largest force on an atom = 4.41 eV/A
Orbital gap = 0.3486 Eh
Calculated total energy = -1065.91509 Eh

Atom charges from the Mulliken analysis, given in e for atoms 1 to 5:
1. O -0.4725
2. C -0.1330
3. C -0.2289
4. C -0.8143
5. S -0.0512


ORCA calculation (wB97M-V/def2-TZVPD) on a molecular structure, C5H11NO in a non-equilibrium geometry.

Geometry as XYZ:
```
18
Properties=species:S:1:pos:R:3
C 0.31 -0.37 -0.23
C -0.73 0.60 -0.10
C 1.48 0.39 0.85
C 0.83 -0.83 -1.56
C -1.36 0.98 1.21
N 0.82 -0.89 0.98
O -1.74 -0.82 -0.65
H -2.28 -0.57 -1.42
H 1.40 -1.72 0.88
H -0.77 1.35 -0.89
H 2.44 0.45 0.35
H 1.34 1.08 1.68
H 1.92 -0.86 -1.57
H 0.50 -0.18 -2.37
H 0.45 -1.84 -1.75
H -1.23 0.20 1.95
H -0.94 1.91 1.59
H -2.43 1.13 1.04
```

Output
2S+1 = 1
Energy above the lowest of the compared OMol25 structures with the same formula, charge and spin = 428.1 kJ/mol
Largest force on an atom = 5.24 eV/A
Orbital gap = 0.3335 Eh
Calculated total energy = -326.96829 Eh

Atom charges from the Mulliken analysis, given in e for atoms 1 to 5:
1. C 0.8402
2. C 0.0699
3. C -0.5440
4. C -1.3336
5. C -1.3714


ORCA calculation (wB97M-V/def2-TZVPD) on a molecular structure, C4H18B2O3PdS in a non-equilibrium geometry.

Geometry as XYZ:
```
29
Properties=species:S:1:pos:R:3
Pd 0.93 0.36 0.24
O 0.93 -0.96 -1.53
C 1.91 -1.86 -1.01
C 3.29 -1.31 -0.25
O 3.08 -0.47 0.90
H 2.14 -2.58 -1.79
H 1.53 -2.65 -0.35
H 3.81 -0.69 -0.98
H 4.04 -2.07 -0.02
B 0.12 -0.57 2.36
H 0.96 -1.20 2.60
H 0.55 0.41 2.25
H -0.23 -0.95 1.41
H -0.63 -0.50 3.14
B 1.74 2.65 0.07
H 0.85 2.48 -0.51
H 1.57 2.30 1.08
H 2.49 1.97 -0.29
H 2.05 3.68 0.10
C -3.12 0.97 -1.91
S -2.13 -0.24 -0.86
O -1.14 0.59 -0.09
C -3.50 -0.65 0.31
H -2.87 2.00 -1.64
H -4.18 0.72 -1.88
H -2.91 0.73 -2.95
H -4.27 -1.14 -0.28
H -3.92 0.25 0.76
H -3.08 -1.26 1.12
```

Output
2S+1 = 4
Largest force on an atom = 4.49 eV/A
Orbital gap (spin up / spin down) = 0.1035 / 0.1979 Eh
Net charge = -3
Calculated total energy = -964.11288 Eh

Atom charges from the Mulliken analysis, given in e for atoms 1 to 5:
1. Pd -0.9331
2. O -0.7702
3. C -0.4921
4. C -0.4632
5. O -0.7169


ORCA calculation (wB97M-V/def2-TZVPD) on 2 unconnected molecules or ions with the total composition H8O4Si3 in a non-equilibrium geometry.

Geometry as XYZ:
```
15
Properties=species:S:1:pos:R:3
O 1.31 -0.30 -0.86
O 0.60 -0.75 1.73
O -2.21 -0.43 -1.82
O -2.81 -1.44 0.43
Si 1.83 2.70 0.20
Si 0.36 -1.17 0.16
Si -1.74 -0.34 -0.27
H 0.94 -0.44 -1.71
H 1.31 -1.00 2.21
H -2.70 -1.25 -2.22
H -3.02 -1.42 1.38
H 2.95 2.97 1.15
H 0.56 1.88 0.52
H 1.79 3.64 -0.88
H 0.83 -2.65 -0.04
```

Output
2S+1 = 1
Energy above the lowest of the compared OMol25 structures with the same formula, charge and spin = 223.2 kJ/mol
Largest force on an atom = 4.90 eV/A
Orbital gap (spin up / spin down) = 0.2697 / 0.2148 Eh
Calculated total energy = -1174.23752 Eh

Atom charges from the Mulliken analysis, given in e for atoms 1 to 5:
1. O -0.3774
2. O -0.3929
3. O -0.4564
4. O -0.5347
5. Si 0.1922